Entry 1:
Below is 6 unconnected molecules or ions with the total composition C2H18NO5, with properties calculated with the ωB97M-V functional and the def2-TZVPD basis.

## Properties
**Total charge**: +1
**HOMO energy**: -14.64 eV
**Total energy**: -14086.73975 eV
**Max |F|**: 0.0637 Eh/bohr
**E_LUMO**: -3.1087 eV
**Energy above the lowest of the compared OMol25 structures with the same formula, charge and spin**: 45.62 kcal per mole

Bonds (Å) are listed after each position.
Cartesian coordinates (Å):
1 H -0.30 2.71 -2.20  O15 0.941
2 H -1.15 -2.10 1.38  C23 1.117
3 O 2.18 -0.87 -1.36  H13 0.955, H17 0.997
4 N -0.36 -0.20 0.74  C11 1.608, H14 1.058, H19 1.056, C23 1.525
5 H -2.94 -0.50 -1.36  O6 0.985
6 O -2.34 0.07 -0.82  H5 0.985, H7 0.954
7 H -2.37 0.90 -1.29  O6 0.954
8 H -1.42 -2.88 -1.68  O12 0.991
9 H 3.03 1.25 1.82  O21 0.997
10 H -0.97 -0.99 2.63  C23 1.082
11 C -0.58 1.17 1.55  N4 1.608, H20 1.098, H25 1.137, H26 1.062
12 O -0.85 -2.11 -1.43  H8 0.991, H16 0.966
13 H 1.55 -1.19 -2.00  O3 0.955
14 H -1.10 -0.24 -0.01  N4 1.058
15 O -0.26 2.10 -1.47  H1 0.941, H22 0.986
16 H -0.02 -2.55 -1.21  O12 0.966
17 H 2.66 -0.10 -1.78  O3 0.997
18 H 0.49 -1.81 1.97  C23 1.059
19 H 0.56 -0.34 0.24  N4 1.056
20 H -0.23 1.88 0.79  C11 1.098
21 O 2.90 1.82 1.01  H9 0.997, H24 0.954
22 H 0.37 1.56 -2.00  O15 0.986
23 C -0.43 -1.34 1.76  H2 1.117, N4 1.525, H10 1.082, H18 1.059
24 H 3.14 1.14 0.39  O21 0.954
25 H -1.61 1.47 1.95  C11 1.137
26 H 0.08 1.16 2.39  C11 1.062

***

Entry 2:
Below is 2 unconnected molecules or ions with the total composition C2H8NO, with properties calculated with the ωB97M-V functional and the def2-TZVPD basis.

## Properties
**Total charge**: +1
**HOMO energy**: -16.83 eV
**Total energy**: -5733.68404 eV
**Max |F|**: 0.0534 Eh/bohr
**E_LUMO**: -5.1087 eV
**Energy above the lowest of the compared OMol25 structures with the same formula, charge and spin**: 27.67 kcal per mole

Bonds (Å) are listed after each position.
Cartesian coordinates (Å):
1 H -2.73 -0.91 0.08  O11 0.969
2 C 0.84 0.73 -1.21  H3 1.084, N4 1.277, H10 1.093
3 H 0.29 1.58 -1.59  C2 1.084
4 N 0.32 0.09 -0.24  C2 1.277, H8 1.059, C12 1.465
5 H 2.14 -0.43 0.47  C12 1.086
6 H 0.83 -0.28 1.79  C12 1.088
7 H 1.13 -1.70 0.85  C12 1.102
8 H -0.72 0.19 -0.06  N4 1.059
9 H -2.81 0.61 0.45  O11 0.960
10 H 1.94 0.77 -1.21  C2 1.093
11 O -2.35 -0.04 -0.09  H1 0.969, H9 0.960
12 C 1.11 -0.60 0.78  N4 1.465, H5 1.086, H6 1.088, H7 1.102